## w
The following is a DFT calculation (ωB97M-V with the def2-TZVPD basis set) of a cluster of 4 separate species, C8H16Br8 in total.

Structure (XYZ):
```
32
Properties=species:S:1:pos:R:3
Br -5.20967 -0.15265 4.66887
C -4.06556 -0.61030 3.10736
C -3.32764 0.58553 2.53795
Br -1.91372 1.22492 3.81308
H -4.72083 -0.96120 2.34845
H -3.34075 -1.41377 3.38517
H -3.94770 1.39555 2.27924
H -2.83505 0.37108 1.59468
Br 0.67349 1.14934 0.27063
C 2.14117 1.09845 1.57722
C 1.61289 0.44293 2.81844
Br 2.97917 0.01194 4.11891
H 2.45479 2.12319 1.60782
H 2.81171 0.44876 0.99329
H 1.06281 -0.44708 2.59980
H 0.85795 1.05754 3.30718
Br -2.32361 1.65900 -2.20668
C -2.22303 -0.21318 -2.52016
C -0.79337 -0.66937 -2.61643
Br -0.79880 -2.53999 -3.09092
H -2.84529 -0.50540 -3.37385
H -2.70874 -0.68753 -1.69884
H -0.25515 -0.60832 -1.66614
H -0.27238 -0.07159 -3.38344
Br 2.77745 -1.98107 -0.97475
C 3.06567 -1.02684 -2.63827
C 3.59119 0.34223 -2.37438
Br 3.92570 1.12475 -4.19469
H 2.22218 -0.86564 -3.30420
H 3.70938 -1.77365 -3.14207
H 4.60586 0.27851 -1.89289
H 3.08989 1.21389 -1.95036
```

Summary:
LUMO energy (eV): 0.21
Kohn-Sham gap (eV): 10.4

---

## x
The following is a DFT calculation (ωB97M-V with the def2-TZVPD basis set) of a cluster of 4 separate species, C8H16Br8 in total.

Structure (XYZ):
```
32
Properties=species:S:1:pos:R:3
Br 0.03115 0.64593 1.80613
C -0.19224 -0.23864 0.06513
C 0.64849 0.57677 -0.90947
Br 0.24374 2.50353 -1.22175
H -1.27036 -0.26989 -0.09234
H 0.11671 -1.27530 0.19924
H 0.48112 0.08849 -1.86951
H 1.69050 0.50787 -0.59709
Br -3.53752 4.32334 6.21693
C -3.69222 2.90005 4.84605
C -5.07515 2.39541 4.50870
Br -5.07459 0.79384 3.40575
H -3.01379 2.10253 5.14903
H -3.11715 3.19313 3.96769
H -5.46722 3.26378 3.97924
H -5.54321 2.10270 5.44856
Br 1.17604 -5.15955 3.27102
C 0.03111 -6.00386 1.86407
C -1.41058 -5.66087 2.01722
Br -2.12396 -6.42040 0.30027
H 0.13704 -7.08137 1.73818
H 0.33387 -5.75301 0.84745
H -1.65103 -4.59785 2.03368
H -1.86520 -6.21123 2.84096
Br 4.68188 1.46061 -4.34674
C 4.75286 3.11497 -5.46538
C 4.83855 2.76569 -7.01099
Br 4.53045 4.30291 -8.14467
H 5.49391 3.86323 -5.18423
H 3.74068 3.47897 -5.28903
H 4.25118 1.85949 -7.15895
H 5.85493 2.42886 -7.21502
```

Summary:
LUMO energy (eV): 0.22
Kohn-Sham gap (eV): 10.4

---

Stability check: which of them is most stable? w.

---

## w
The following is a DFT calculation (ωB97M-V with the def2-TZVPD basis set) of a cluster of 9 separate species, C42H36BF4O26 in total.

Structure (XYZ):
```
109
Properties=species:S:1:pos:R:3
B 15.80800 32.00900 7.82100
F 15.57300 32.06100 6.37600
F 16.45100 30.80600 8.12200
F 16.57900 33.06800 8.20900
F 14.55300 32.12100 8.39800
C 16.29600 25.91300 7.65400
C 16.22400 27.36800 8.09600
C 15.12800 27.69900 9.11400
O 15.02500 28.80100 9.66500
C 14.19600 26.66100 9.32900
C 14.13400 25.37000 8.58800
C 15.26000 24.95400 7.73200
O 15.36800 23.84900 7.26300
O 12.99500 24.62900 8.52800
O 17.33100 28.34500 8.08400
H 17.17300 25.61600 6.96300
H 13.39600 26.98400 10.00200
H 12.18100 24.85000 8.65900
H 17.09800 29.34000 8.25200
C 12.39200 33.34900 1.63200
C 12.01400 31.85200 1.63700
C 12.60100 30.94200 2.66700
O 12.37800 29.76000 2.63400
C 13.62900 31.47900 3.43700
C 13.98300 32.96500 3.44500
C 13.37000 33.88900 2.49400
O 13.71000 35.08200 2.40100
O 14.91600 33.50300 4.28500
O 11.05200 31.27400 0.81700
H 12.01000 34.05000 0.81700
H 14.24200 30.96600 4.28300
H 15.21000 33.09100 5.05000
H 11.40100 30.28500 0.97900
C 11.09300 34.49400 11.55300
C 12.39400 33.88500 11.11100
C 13.45300 33.48000 12.02600
O 14.43800 32.79200 11.67800
C 13.11100 33.72400 13.43600
C 11.84300 34.44300 13.96400
C 10.89000 34.81600 12.90300
O 9.86800 35.44900 13.24100
O 11.52800 34.58800 15.22000
O 12.44200 33.54900 9.78200
H 10.44000 34.56500 10.74200
H 13.80200 33.49200 14.11800
H 12.28700 34.46900 15.85500
H 13.18500 33.16500 9.56900
C 17.52000 28.42900 3.41200
C 17.91300 29.16300 4.71100
C 19.00500 28.69300 5.47300
O 19.36400 29.41600 6.46300
C 19.68600 27.43600 5.11400
C 19.34200 26.82600 3.74600
C 18.18500 27.17800 2.99600
O 17.85500 26.72900 1.95400
O 20.12400 25.74900 3.23900
O 17.24800 30.30400 4.98800
H 16.80900 28.81400 2.68000
H 20.52600 26.98600 5.58600
H 20.85900 25.42200 3.92800
H 17.40800 30.46500 5.95600
C 11.53400 27.25800 6.12500
C 12.62400 27.28300 5.06400
C 13.73400 28.11000 5.12700
O 14.63300 28.21900 4.35300
C 13.64200 29.11300 6.21000
C 12.63700 29.19500 7.28200
C 11.48500 28.26600 7.18400
O 10.55900 28.33300 7.98700
O 12.68500 29.95000 8.36100
O 12.68900 26.20800 4.19200
H 10.71800 26.65900 6.11000
H 14.55000 29.80500 6.29600
H 13.61400 30.50500 8.23300
H 13.43500 26.27400 3.76400
C 18.00400 36.30100 12.18300
C 17.21600 35.93800 11.03200
C 15.82900 36.04900 11.04900
O 15.06600 35.57000 10.11100
C 15.16700 36.68500 12.16700
C 15.98100 37.16500 13.32000
C 17.45000 36.88700 13.35100
O 18.10100 37.25900 14.35400
O 15.50600 37.74600 14.43700
O 17.74200 35.23200 9.94200
H 19.10600 35.88000 12.22000
H 14.11300 36.95100 12.21800
H 14.72600 38.29800 14.26700
H 16.88400 35.07300 9.49000
C 17.80900 34.83200 5.39600
C 17.10400 35.92700 6.35100
O 17.72100 36.64500 7.19300
C 15.64000 35.75600 6.44800
H 17.15400 34.59700 4.52400
H 18.09500 33.98400 5.66500
H 18.61500 35.48000 5.10300
H 15.23100 36.39300 7.38500
H 15.15900 34.85000 6.57200
H 15.30400 36.23200 5.49400
C 17.34400 32.42400 13.22200
C 18.44400 31.62200 12.35700
O 19.38900 31.10600 12.88400
C 18.18300 31.57600 10.86500
H 16.36400 31.84000 13.48000
H 17.18000 33.48200 12.74000
H 17.73900 32.67000 14.20100
H 18.97500 31.05000 10.18400
H 18.12300 32.66400 10.49200
H 17.17100 31.28100 10.47300
```

Summary:
Charge: -1
LUMO energy (eV): -0.69
Kohn-Sham gap (eV): 6.2

---

## x
The following is a DFT calculation (ωB97M-V with the def2-TZVPD basis set) of a cluster of 9 separate species, C42H36BF4O26 in total.

Structure (XYZ):
```
109
Properties=species:S:1:pos:R:3
B 0.47773 0.55001 -0.18114
F 0.33173 0.56001 -1.57214
F 1.16973 -0.65699 0.09786
F 1.34173 1.55601 0.20186
F -0.69027 0.63401 0.51686
C 1.03273 -5.53499 -0.42414
C 0.98673 -4.13299 0.21286
C -0.07627 -3.80499 1.03586
O -0.17027 -2.71699 1.69686
C -1.08827 -4.78699 1.40286
C -1.16727 -6.20499 0.57386
C 0.05973 -6.55899 -0.17514
O 0.12973 -7.62299 -0.73414
O -2.30527 -6.79399 0.42186
O 2.05173 -3.19199 0.00986
H 1.96373 -5.71099 -1.04714
H -1.88827 -4.57299 1.98086
H -2.99027 -6.40999 0.91686
H 1.64573 -2.41399 0.41886
C -2.86727 1.87701 -6.33914
C -3.24227 0.31201 -6.28414
C -2.61927 -0.45799 -5.33914
O -2.91627 -1.66399 -5.34714
C -1.67027 0.06301 -4.40214
C -1.24227 1.52201 -4.46514
C -1.84627 2.42201 -5.46614
O -1.51627 3.62801 -5.54714
O -0.29027 2.01001 -3.64914
O -4.03027 -0.22499 -7.14114
H -3.35227 2.66401 -7.05414
H -1.40227 -0.49599 -3.50014
H 0.02873 1.58201 -2.86314
H -3.86227 -1.21699 -7.07114
C -4.15927 2.97001 3.57686
C -2.90727 2.40401 3.13286
C -1.81027 2.02501 4.11686
O -0.77227 1.28901 3.78486
C -2.03627 2.29501 5.43086
C -3.33327 2.99401 5.94386
C -4.34727 3.32501 4.96486
O -5.45627 3.96501 5.36686
O -3.60427 3.04201 7.27286
O -2.75427 2.05701 1.83086
H -5.05127 3.19401 2.88786
H -1.51927 1.83601 6.24286
H -2.78027 2.91701 7.76186
H -1.86727 1.56101 1.66686
C 2.23373 -3.04799 -4.56014
C 2.74673 -2.30199 -3.28514
C 3.73673 -2.81499 -2.37114
O 4.19873 -2.09599 -1.45914
C 4.43973 -4.00799 -2.85514
C 4.15273 -4.68599 -4.18614
C 2.90773 -4.22099 -4.79414
O 2.59773 -4.79099 -5.96614
O 4.86473 -5.79899 -4.64514
O 2.06373 -1.17499 -2.98214
H 1.33273 -2.62299 -5.14214
H 5.45973 -4.33999 -2.43114
H 5.47373 -5.97099 -3.92814
H 2.24173 -0.87199 -2.07014
C -3.63227 -4.22899 -1.76414
C -2.62527 -4.22999 -2.80914
C -1.44327 -3.41899 -2.82714
O -0.62927 -3.28499 -3.70214
C -1.49927 -2.32899 -1.72114
C -2.59027 -2.41799 -0.70814
C -3.73527 -3.28299 -0.73614
O -4.65927 -3.12299 0.02086
O -2.63627 -1.53499 0.35886
O -2.59827 -5.29999 -3.74114
H -4.59827 -4.64799 -1.82914
H -0.66027 -1.63899 -1.46914
H -1.96027 -0.77899 0.31086
H -1.80227 -5.34899 -4.05314
C 2.80773 4.81901 4.10686
C 1.96573 4.43701 3.05086
C 0.56773 4.59301 3.11186
O -0.14927 4.10201 2.18886
C -0.03027 5.28401 4.26286
C 0.72173 5.63501 5.45086
C 2.17173 5.45101 5.34886
O 2.81773 5.76401 6.35086
O 0.17873 6.33201 6.49486
O 2.49673 3.76901 1.98886
H 3.91473 4.60001 4.26586
H -1.05627 5.29601 4.07986
H -0.75527 6.47501 6.34886
H 1.83073 3.57101 1.25686
C 2.64173 3.49001 -2.57214
C 1.88773 4.46201 -1.47414
O 2.47773 5.12401 -0.75614
C 0.41373 4.28201 -1.44314
H 1.80773 3.44101 -3.35814
H 2.77273 2.34301 -2.12914
H 3.67973 3.82701 -2.88714
H -0.21627 4.77701 -0.71814
H 0.07673 3.33301 -1.09414
H -0.17127 4.45201 -2.55614
C 2.13173 1.00001 5.27886
C 3.10573 0.18001 4.37086
O 4.16173 -0.29599 4.87786
C 2.90473 0.14401 2.85186
H 1.11573 0.33201 5.48586
H 1.75473 1.84501 4.68186
H 2.56673 1.06401 6.22886
H 3.53673 -0.49099 2.36486
H 2.93773 1.09901 2.49886
H 1.96373 -0.30299 2.52186
```

Summary:
Charge: -1
LUMO energy (eV): -0.90
Kohn-Sham gap (eV): 5.9

---

Stability check: which of them is most stable? w.

---

## w
The following is a DFT calculation (ωB97M-V with the def2-TZVPD basis set) of a cluster of 2 separate species, C4H3I in total.

Structure (XYZ):
```
8
Properties=species:S:1:pos:R:3
C 0.25488 0.76005 -0.12879
C 0.51249 -0.38537 0.11725
C 0.87118 -1.69743 0.20974
C 1.02651 -2.84037 0.56005
H 0.08388 1.80784 -0.29502
H 1.29802 -3.83761 0.57431
I -1.81792 3.72965 -0.10245
H -2.22904 2.46325 -0.93510
```

Summary:
LUMO energy (eV): 0.53
Kohn-Sham gap (eV): 10.3

---

## x
The following is a DFT calculation (ωB97M-V with the def2-TZVPD basis set) of the molecule C4H3I.

Structure (XYZ):
```
8
Properties=species:S:1:pos:R:3
C 1.72676 -0.25098 -0.33204
C 0.49802 0.06622 0.29644
C -0.99497 0.09302 0.05704
C -2.19246 0.16617 -0.12735
I -4.21064 0.00046 -0.04536
H 2.56226 -0.16199 0.36064
H 1.97501 -0.29539 -1.46258
H 0.63601 0.38248 1.25320
```

Summary:
LUMO energy (eV): 0.20
Kohn-Sham gap (eV): 9.2

---

Stability check: which of them is most stable? x.